{
  "formula": "C47H54N8O3",
  "method": "ωB97M-V/def2-TZVPD",
  "species": ["C", "C", "C", "C", "O", "C", "C", "N", "C", "C", "C", "O", "C", "C", "O", "C", "C", "C", "C", "C", "C", "N", "H", "H", "H", "H", "H", "H", "H", "H", "H", "H", "H", "H", "H", "H", "H", "H", "H", "H", "H", "H", "H", "H", "H", "H", "C", "C", "C", "N", "C", "C", "H", "H", "H", "H", "H", "C", "C", "C", "N", "C", "C", "H", "H", "H", "H", "H", "C", "C", "C", "N", "C", "C", "H", "H", "H", "H", "H", "C", "C", "C", "N", "C", "C", "H", "H", "H", "H", "H", "C", "C", "C", "N", "C", "C", "H", "H", "H", "H", "H", "C", "C", "C", "N", "C", "C", "H", "H", "H", "H", "H"],
  "xyz": [[4.55725, -1.93296, 2.09891], [5.57757, -0.68128, 2.22141], [5.47301, 0.34990, 0.97798], [3.97871, 0.96065, 0.84157], [3.82498, 2.26476, 1.47116], [2.44932, 2.51489, 1.79951], [1.32433, 2.18217, 0.77446], [-0.07328, 2.40507, 0.93855], [-0.28833, 3.01805, 2.22236], [-1.78777, 3.39237, 2.58352], [-2.93813, 3.06450, 1.51730], [-4.27267, 3.43770, 1.96551], [-5.15973, 2.97316, 0.89241], [-5.99989, 1.68536, 1.37370], [-5.08821, 0.55000, 1.62873], [-5.77197, -0.71920, 1.44336], [-6.83843, -0.98034, 2.62999], [-2.19466, 4.04741, 3.92831], [-1.09996, 4.35140, 5.04077], [0.37498, 3.98312, 4.67073], [0.78834, 3.34503, 3.28413], [2.19160, 3.09510, 3.07384], [3.48335, -1.55482, 2.30787], [4.75168, -2.73021, 2.91692], [4.61953, -2.39095, 1.03904], [5.34367, -0.05588, 3.16809], [6.64144, -1.11287, 2.23775], [6.24931, 1.20111, 1.04234], [5.68651, -0.26461, 0.01993], [3.15737, 0.21441, 1.14347], [3.82973, 1.12989, -0.29919], [1.65729, 1.72379, -0.23233], [-2.68396, 3.65043, 0.56091], [-2.93959, 1.92332, 1.37065], [-5.82507, 3.81201, 0.47256], [-4.49012, 2.60039, 0.02094], [-6.49138, 1.91514, 2.38424], [-6.74733, 1.38015, 0.54688], [-6.26565, -0.73276, 0.41093], [-5.00175, -1.57283, 1.51097], [-7.43753, -1.93517, 2.38386], [-6.27834, -1.21250, 3.61705], [-7.56288, -0.10125, 2.75200], [-3.26765, 4.33796, 4.18470], [-1.39114, 4.80689, 6.06002], [1.16129, 4.20463, 5.48578], [9.60834, 3.37359, -0.93342], [9.50036, 3.29205, -2.31435], [8.23290, 3.21751, -2.86928], [7.09988, 3.21572, -2.14808], [7.23289, 3.29380, -0.81392], [8.45383, 3.37561, -0.16372], [10.58307, 3.43474, -0.46138], [10.38048, 3.28695, -2.94543], [8.09645, 3.15544, -3.94418], [6.30173, 3.28824, -0.25569], [8.50117, 3.43861, 0.91646], [3.37605, -3.18782, -4.12634], [4.59134, -2.92863, -3.50843], [4.57982, -2.52682, -2.18245], [3.45928, -2.36910, -1.45877], [2.29675, -2.62497, -2.08179], [2.20246, -3.03498, -3.40174], [3.34380, -3.50577, -5.16295], [5.52620, -3.03672, -4.04434], [5.50462, -2.31553, -1.65456], [1.40716, -2.48769, -1.47493], [1.23659, -3.22923, -3.85202], [-3.17189, -1.48293, -1.16545], [-3.15019, -2.82832, -0.82674], [-2.26843, -3.65919, -1.49936], [-1.43387, -3.23885, -2.46491], [-1.47690, -1.93232, -2.77417], [-2.31917, -1.02106, -2.15829], [-3.84726, -0.80004, -0.66054], [-3.80271, -3.22273, -0.05762], [-2.21178, -4.71801, -1.26829], [-0.79400, -1.62061, -3.55877], [-2.30961, 0.02267, -2.44713], [-10.23020, 1.06342, -2.65189], [-10.88634, -0.04186, -2.12937], [-10.15471, -0.93903, -1.36823], [-8.84415, -0.80400, -1.10904], [-8.23194, 0.27373, -1.62841], [-8.87588, 1.22903, -2.39806], [-10.76899, 1.78905, -3.25159], [-11.94216, -0.20254, -2.30856], [-10.62345, -1.81664, -0.93498], [-7.17316, 0.35676, -1.40346], [-8.33297, 2.08031, -2.78988], [-0.91075, -4.15917, -7.10801], [-1.08846, -3.85861, -8.45103], [-2.00346, -2.87352, -8.78662], [-2.73314, -2.19321, -7.88737], [-2.54288, -2.50512, -6.59496], [-1.65032, -3.47031, -6.15716], [-0.20275, -4.92324, -6.80506], [-0.52884, -4.37720, -9.21969], [-2.17550, -2.60048, -9.82280], [-3.14667, -1.94205, -5.88999], [-1.53650, -3.67904, -5.09998], [4.67775, -0.82494, 8.36908], [4.35517, 0.31127, 7.64175], [4.27765, 0.20646, 6.26219], [4.50035, -0.93201, 5.58429], [4.81223, -2.01598, 6.31350], [4.91110, -2.01516, 7.69549], [4.74690, -0.78348, 9.45082], [4.16774, 1.25709, 8.13478], [4.02572, 1.06681, 5.64991], [4.98896, -2.92176, 5.74176], [5.16448, -2.92140, 8.23161]],
  "forces_ev_per_angstrom": [[-0.19, 0.65, 0.30], [-0.20, 0.32, -0.17], [-0.68, -0.68, 0.29], [0.64, -0.88, -2.47], [-3.04, -0.51, 1.05], [-1.49, 0.94, 1.47], [-0.89, 0.45, 0.62], [5.24, 1.07, 3.31], [-1.79, 0.84, 1.58], [0.06, 1.24, 2.93], [1.48, -0.12, 0.82], [0.32, -0.62, -1.79], [0.14, -1.36, -0.42], [0.45, 0.35, 0.30], [-1.13, 0.20, -0.92], [-0.51, -0.42, 0.94], [0.27, -0.67, -0.33], [3.55, -1.00, -0.97], [2.28, -2.10, -4.15], [-3.41, 0.33, -0.36], [-0.79, 0.36, 0.39], [-2.34, -1.56, -4.20], [1.67, -0.74, -0.54], [-0.09, 1.35, -1.46], [-0.22, 0.65, 1.79], [0.59, -1.39, -1.34], [-1.44, 0.84, 0.21], [-1.29, -1.35, 0.00], [-0.43, 1.17, 1.37], [1.40, 1.18, -0.08], [0.17, -0.29, 1.76], [-0.71, 0.83, 1.90], [-0.32, -1.09, 1.21], [0.22, 1.72, -0.12], [0.85, -1.19, 1.02], [-1.27, 0.67, 1.22], [0.31, -0.14, -1.66], [0.94, 0.62, 1.41], [0.48, -0.12, 1.39], [-0.94, 1.54, -0.24], [0.80, 1.55, 0.28], [-0.90, 0.70, -1.62], [1.09, -1.36, -0.12], [1.65, -0.67, -0.81], [0.66, -0.86, -1.96], [-1.16, -0.55, -1.81], [0.07, 0.00, 0.05], [0.00, 0.01, 0.14], [-0.58, -0.02, 0.21], [0.63, 0.03, 0.28], [-0.26, -0.03, -0.55], [0.14, -0.01, -0.10], [-0.07, 0.00, -0.03], [-0.06, 0.00, 0.01], [0.06, 0.00, 0.03], [0.06, 0.03, 0.04], [-0.04, -0.01, -0.05], [-0.01, -0.01, -0.05], [-0.11, -0.03, -0.05], [-0.43, 0.11, 0.42], [0.02, -0.16, -0.68], [0.37, 0.17, 0.45], [0.13, 0.00, -0.12], [0.00, 0.03, 0.06], [-0.03, 0.01, 0.05], [0.02, -0.02, -0.06], [-0.02, -0.05, -0.09], [0.00, -0.01, 0.10], [-0.09, 0.08, 0.04], [0.05, 0.15, -0.08], [0.41, 0.00, -0.41], [-0.41, 0.42, 0.27], [0.11, -0.53, 0.05], [-0.08, -0.07, 0.08], [0.07, -0.03, 0.01], [0.05, -0.01, -0.05], [-0.04, 0.04, 0.03], [-0.03, 0.08, 0.02], [0.03, -0.06, 0.01], [-0.05, 0.05, -0.04], [0.09, 0.13, -0.06], [0.58, -0.09, 0.20], [-0.25, 0.51, -0.35], [-0.27, -0.56, 0.26], [-0.11, -0.02, -0.01], [0.04, -0.05, 0.04], [0.06, -0.01, 0.03], [-0.03, 0.04, -0.04], [-0.02, 0.04, -0.11], [-0.01, -0.06, 0.02], [0.05, -0.04, 0.00], [0.02, -0.02, 0.14], [-0.39, 0.37, 0.30], [0.45, -0.47, 0.17], [-0.17, 0.24, -0.55], [0.10, -0.09, -0.04], [-0.05, 0.04, -0.01], [-0.04, 0.04, 0.02], [0.04, -0.05, 0.02], [0.05, -0.05, 0.03], [-0.03, 0.01, -0.02], [0.01, 0.01, 0.10], [0.04, -0.14, 0.07], [0.06, -0.39, -0.48], [0.03, 0.02, 0.78], [-0.13, 0.40, -0.46], [-0.02, 0.12, 0.05], [0.00, 0.00, -0.07], [0.00, -0.04, -0.06], [0.00, 0.02, 0.05], [0.00, 0.00, 0.07], [-0.01, 0.04, -0.05]],
  "e_homo_ev": -8.125,
  "homo_lumo_gap_ev": 7.56,
  "fmax_ev_per_a": 6.3,
  "smiles": "CCCCOc1cnc2c(COCCOCC)cccc2n1.c1ccncc1.c1ccncc1.c1ccncc1.c1ccncc1.c1ccncc1.c1ccncc1"
}